{"formula": "C36H32BrP2Ru", "method": "ωB97M-V/def2-TZVPD", "molar_mass_g_mol": 707.57, "total_charge": 2, "e_tot_ha": -4741.89672, "spin_multiplicity": 6, "s_squared": 8.78, "gap_ev": [6.1, 3.1], "lumo_ev": [-6.32, -10.67], "elements": ["C", "C", "C", "C", "C", "C", "P", "C", "C", "C", "C", "C", "C", "Ru", "P", "C", "C", "C", "C", "C", "C", "C", "C", "C", "C", "C", "C", "C", "C", "C", "C", "C", "C", "C", "C", "C", "C", "C", "C", "H", "H", "H", "H", "H", "H", "H", "H", "H", "H", "H", "H", "H", "H", "H", "H", "H", "H", "H", "H", "H", "H", "H", "H", "H", "H", "H", "H", "H", "H", "H", "H", "Br"], "coordinates": [[0.41, 1.01, -2.79], [0.26, 1.84, -1.67], [1.34, 2.66, -1.29], [2.55, 2.61, -1.98], [2.69, 1.77, -3.09], [1.61, 0.99, -3.50], [-1.16, 1.58, -0.55], [-1.28, 3.17, 0.34], [-0.98, 3.21, 1.71], [-1.03, 4.42, 2.41], [-1.41, 5.59, 1.76], [-1.73, 5.56, 0.40], [-1.66, 4.36, -0.31], [-1.10, -0.28, 0.74], [0.59, -1.74, 1.13], [2.20, -0.94, 0.97], [3.13, -1.28, -0.02], [4.25, -0.46, -0.22], [4.45, 0.66, 0.59], [3.51, 1.01, 1.56], [2.41, 0.20, 1.78], [0.71, -2.67, 2.71], [-0.43, -3.31, 3.22], [-0.33, -4.14, 4.33], [0.90, -4.32, 4.97], [2.02, -3.63, 4.51], [1.93, -2.81, 3.38], [0.30, -3.03, -0.13], [-0.95, -3.02, -0.75], [-1.19, -3.78, -1.90], [-0.20, -4.65, -2.36], [0.98, -4.82, -1.62], [1.22, -4.02, -0.50], [-2.71, 1.60, -1.54], [-2.80, 2.05, -2.87], [-3.98, 1.83, -3.60], [-5.07, 1.16, -3.02], [-4.97, 0.71, -1.70], [-3.82, 0.97, -0.96], [-1.39, -3.15, 2.74], [-1.22, -4.65, 4.70], [0.98, -4.98, 5.83], [2.97, -3.74, 5.02], [2.82, -2.30, 3.02], [2.98, -2.15, -0.66], [4.96, -0.70, -1.00], [5.35, 1.27, 0.46], [3.62, 1.92, 2.16], [1.66, 0.46, 2.54], [-1.74, -2.36, -0.34], [-2.16, -3.68, -2.40], [-0.35, -5.21, -3.28], [1.71, -5.58, -1.91], [2.12, -4.16, 0.09], [-1.95, 2.52, -3.36], [-4.06, 2.15, -4.64], [-5.98, 0.97, -3.59], [-5.77, 0.13, -1.24], [-3.72, 0.59, 0.06], [-0.72, 2.27, 2.21], [-0.78, 4.41, 3.47], [-1.45, 6.52, 2.32], [-2.02, 6.48, -0.10], [-1.91, 4.35, -1.38], [1.22, 3.37, -0.46], [3.37, 3.24, -1.64], [3.61, 1.74, -3.67], [1.69, 0.37, -4.39], [-0.42, 0.37, -3.10], [-1.97, -0.56, -0.55], [0.30, 0.20, 0.16], [-2.41, -0.17, 2.77]]}

{"formula": "CCl5NO2S", "method": "ωB97M-V/def2-TZVPD", "molar_mass_g_mol": 267.35, "e_tot_ha": -2942.29297, "gap_ev": [7.3, 7.6], "lumo_ev": [-1.89, -2.64], "elements": ["C", "N", "O", "O", "S", "Cl", "Cl", "Cl", "Cl", "Cl"], "coordinates": [[-0.24, 1.45, 0.72], [0.57, -1.99, 0.58], [1.24, 0.69, -1.94], [-1.23, 0.30, -1.89], [0.04, 0.21, -1.19], [0.09, 0.45, 2.09], [1.05, 2.53, 0.46], [-1.84, 1.96, 0.58], [1.36, -3.18, -0.28], [-1.04, -2.43, 0.87]]}

{"formula": "C2H9N2S2", "method": "ωB97M-V/def2-TZVPD", "molar_mass_g_mol": 125.24, "total_charge": 1, "e_tot_ha": -987.25898, "gap_ev": 9.1, "lumo_ev": -3.46, "elements": ["C", "S", "S", "H", "H", "H", "H", "N", "C", "N", "H", "H", "H", "H", "H"], "coordinates": [[-2.96, 0.15, -0.97], [-1.63, 0.06, 0.28], [-0.09, 1.14, -0.63], [-3.86, 0.40, -0.40], [-2.78, 0.94, -1.69], [-3.10, -0.83, -1.40], [-0.69, 2.34, -0.55], [1.36, -1.70, 0.58], [2.61, -1.33, 0.70], [2.99, -0.08, 0.81], [0.61, -1.02, 0.43], [1.19, -2.67, 0.39], [3.40, -2.06, 0.65], [3.95, 0.14, 0.98], [2.34, 0.70, 0.69]]}

{"formula": "C17H41AlBrIO11P3S3", "method": "ωB97M-V/def2-TZVPD", "molar_mass_g_mol": 844.42, "total_charge": -1, "e_tot_ha": -6832.93666, "gap_ev": 6.5, "lumo_ev": 1.90, "elements": ["C", "C", "C", "P", "O", "Br", "O", "Al", "C", "P", "O", "O", "O", "P", "O", "I", "O", "C", "O", "C", "C", "C", "C", "C", "C", "H", "H", "H", "H", "H", "H", "H", "H", "H", "H", "H", "H", "H", "H", "H", "H", "H", "H", "H", "H", "H", "H", "H", "C", "S", "O", "C", "H", "H", "H", "H", "H", "H", "C", "S", "O", "C", "H", "H", "H", "H", "H", "H", "C", "S", "O", "C", "H", "H", "H", "H", "H", "H"], "coordinates": [[0.51, -2.86, -4.10], [-0.12, -1.86, -3.57], [-0.41, -1.81, -2.03], [-2.07, -2.70, -1.88], [-3.17, -1.61, -1.32], [-2.85, -3.18, -3.98], [0.70, -2.48, -1.46], [2.05, -1.26, -1.57], [3.40, -1.27, -0.06], [3.20, -2.59, 1.14], [4.50, -2.96, 1.68], [2.56, -3.92, 0.48], [2.31, -2.00, 2.36], [3.26, -1.07, -3.61], [3.19, 0.58, -3.94], [5.63, -1.65, -3.25], [0.91, 0.18, -1.71], [-0.34, -0.34, -1.52], [-1.04, 0.00, -0.34], [-0.29, -0.07, 0.86], [-0.89, -0.96, 1.95], [-0.78, -2.44, 1.55], [-2.31, -0.53, 2.44], [-2.74, 0.87, 2.00], [-3.42, -1.55, 2.12], [0.35, -3.83, -3.67], [1.13, -2.70, -4.97], [-0.52, -1.03, -4.14], [-2.95, -0.72, -1.60], [3.39, -0.35, 0.53], [4.42, -1.39, -0.40], [1.63, -4.04, 0.73], [1.99, -2.70, 2.94], [3.26, 1.07, -3.12], [-0.95, 0.18, -2.30], [0.75, -0.37, 0.72], [-0.25, 0.94, 1.27], [-0.22, -0.85, 2.81], [0.20, -2.55, 1.10], [-1.49, -2.74, 0.79], [-0.79, -3.09, 2.42], [-2.27, -0.52, 3.53], [-2.97, 0.82, 0.94], [-3.69, 1.08, 2.49], [-2.02, 1.65, 2.24], [-4.38, -1.15, 2.42], [-3.22, -2.44, 2.72], [-3.41, -1.87, 1.09], [-0.79, -0.86, -7.87], [-0.94, -2.42, -6.99], [0.41, -3.02, -6.91], [-1.82, -3.28, -8.31], [-0.22, -0.17, -7.24], [-0.26, -1.01, -8.81], [-1.78, -0.45, -8.06], [-1.23, -3.28, -9.22], [-2.78, -2.79, -8.48], [-1.99, -4.31, -7.98], [0.38, 4.10, 0.73], [0.39, 3.95, 2.52], [-1.02, 4.01, 2.98], [1.12, 5.56, 2.84], [-0.08, 3.20, 0.32], [-0.20, 4.98, 0.44], [1.40, 4.19, 0.37], [0.50, 6.34, 2.41], [2.12, 5.60, 2.41], [1.19, 5.70, 3.92], [0.90, 2.52, 7.27], [0.83, 3.79, 6.00], [2.21, 4.32, 5.83], [-0.08, 4.99, 6.98], [1.47, 1.68, 6.89], [1.39, 2.92, 8.16], [-0.11, 2.20, 7.52], [0.48, 5.22, 7.89], [-1.06, 4.58, 7.23], [-0.20, 5.89, 6.38]]}

{"formula": "C6H8N", "method": "ωB97M-V/def2-TZVPD", "molar_mass_g_mol": 94.14, "total_charge": 1, "e_tot_ha": -287.68036, "gap_ev": 9.5, "lumo_ev": -3.61, "elements": ["C", "N", "C", "C", "C", "C", "C", "H", "H", "H", "H", "H", "H", "H", "H"], "coordinates": [[0.32, 0.18, -2.19], [-0.54, 0.79, -1.08], [-1.12, -0.26, -0.10], [-0.27, -1.06, 0.51], [0.69, -0.85, 1.36], [1.22, -0.78, 2.71], [0.31, 0.14, 2.38], [0.53, 0.83, -2.99], [1.17, -0.31, -1.72], [-0.34, -0.75, -2.58], [-1.41, 1.25, -1.60], [-0.11, 1.48, -0.45], [-2.15, -0.43, -0.33], [2.09, -0.97, 3.27], [-0.40, 0.75, 2.82]]}

{"formula": "C3H8N2O", "method": "ωB97M-V/def2-TZVPD", "molar_mass_g_mol": 88.11, "total_charge": -1, "e_tot_ha": -303.80084, "spin_multiplicity": 2, "s_squared": 0.75, "gap_ev": [3.2, 6.9], "lumo_ev": [3.84, 3.72], "elements": ["O", "C", "C", "H", "H", "H", "H", "N", "C", "N", "H", "H", "H", "H"], "coordinates": [[-1.62, -0.66, 1.18], [-1.97, -0.44, -0.01], [-1.71, 0.86, -0.75], [-2.68, -1.07, -0.58], [-1.61, 0.83, -1.84], [-0.81, 1.36, -0.37], [-2.51, 1.59, -0.57], [1.27, -1.22, 0.58], [2.10, -0.17, 0.31], [1.88, 1.05, 0.61], [1.51, -2.03, 0.06], [0.38, -1.09, 1.06], [3.00, -0.54, -0.20], [2.77, 1.53, 0.54]]}

{"formula": "C31H38F6HgN4OP2", "method": "ωB97M-V/def2-TZVPD", "molar_mass_g_mol": 859.20, "e_tot_ha": -2933.41832, "gap_ev": [3.6, 3.6], "lumo_ev": [-3.84, -3.84], "elements": ["Hg", "C", "C", "C", "C", "C", "C", "C", "C", "C", "H", "H", "H", "H", "H", "H", "H", "H", "H", "H", "H", "H", "H", "H", "H", "P", "P", "N", "N", "N", "N", "C", "C", "C", "C", "C", "C", "C", "C", "C", "C", "C", "C", "C", "C", "C", "C", "C", "C", "H", "H", "H", "H", "H", "H", "H", "H", "H", "H", "H", "H", "H", "H", "H", "H", "H", "H", "H", "H", "C", "C", "O", "C", "F", "F", "F", "C", "F", "F", "F", "H", "H", "H"], "coordinates": [[0.40, -2.68, -3.57], [-0.65, 3.09, -0.76], [-1.20, 2.20, -1.60], [-0.97, 2.09, -3.08], [0.19, 1.13, -3.40], [1.55, 1.79, -3.29], [1.89, 2.96, -2.75], [1.02, 4.16, -2.46], [0.35, 4.16, -1.07], [0.80, -2.91, -1.37], [-1.01, 3.11, 0.27], [-1.95, 1.49, -1.22], [-0.81, 3.06, -3.56], [-1.91, 1.69, -3.49], [0.14, 0.27, -2.69], [0.04, 0.72, -4.42], [2.35, 1.11, -3.59], [2.97, 3.16, -2.58], [0.31, 4.37, -3.26], [1.70, 5.03, -2.45], [1.14, 4.12, -0.30], [-0.12, 5.14, -0.92], [-0.12, -2.62, -0.80], [1.64, -2.25, -1.04], [1.16, -3.92, -1.10], [1.31, -1.25, -7.17], [-2.14, -1.12, -7.11], [2.67, -0.10, -7.44], [2.12, -2.48, -8.19], [-2.32, 0.62, -7.16], [-3.73, -1.35, -7.98], [0.29, -0.51, -8.55], [-1.10, -1.18, -8.67], [3.65, 0.08, -6.45], [4.65, 0.90, -6.95], [4.31, 1.23, -8.30], [3.10, 0.59, -8.57], [2.38, -3.78, -7.76], [2.87, -4.53, -8.82], [2.93, -3.66, -9.96], [2.50, -2.40, -9.53], [-2.24, 1.38, -5.99], [-1.98, 2.71, -6.32], [-2.03, 2.80, -7.74], [-2.23, 1.51, -8.23], [-4.40, -0.65, -8.99], [-5.64, -1.26, -9.22], [-5.72, -2.40, -8.36], [-4.53, -2.45, -7.64], [0.78, -0.61, -9.53], [0.19, 0.58, -8.34], [-1.64, -0.73, -9.53], [-0.99, -2.26, -8.88], [3.53, -0.40, -5.50], [5.54, 1.23, -6.41], [4.88, 1.82, -9.00], [2.51, 0.59, -9.48], [2.18, -4.06, -6.73], [3.16, -5.58, -8.81], [3.25, -3.90, -10.96], [2.41, -1.48, -10.09], [-2.39, 0.89, -5.04], [-1.77, 3.53, -5.63], [-1.93, 3.69, -8.35], [-2.29, 1.18, -9.26], [-3.97, 0.20, -9.49], [-6.40, -0.92, -9.91], [-6.55, -3.10, -8.27], [-4.16, -3.16, -6.91], [-0.45, 0.15, 1.75], [-1.55, -0.93, 1.60], [-1.48, -1.63, 0.52], [-1.56, -1.89, 2.91], [-1.62, -1.17, 4.09], [-2.62, -2.74, 2.91], [-0.44, -2.64, 2.99], [-2.90, 0.01, 1.66], [-2.84, 0.91, 2.70], [-2.96, 0.76, 0.52], [-4.06, -0.66, 1.77], [0.55, -0.30, 1.72], [-0.55, 0.73, 2.68], [-0.52, 0.84, 0.89]]}

{"formula": "C2H9NOS2", "method": "ωB97M-V/def2-TZVPD", "molar_mass_g_mol": 127.23, "e_tot_ha": -1007.89351, "gap_ev": 8.9, "lumo_ev": 0.41, "elements": ["C", "S", "S", "H", "H", "H", "H", "N", "C", "O", "H", "H", "H", "H", "H"], "coordinates": [[-2.32, 0.43, 0.56], [-2.68, -0.03, 2.29], [-3.94, 1.59, 2.97], [-2.11, -0.56, 0.16], [-1.76, 1.32, 0.27], [-3.32, 0.54, 0.06], [-3.18, 1.62, 4.23], [2.00, -1.48, -1.23], [2.88, -0.34, -1.13], [2.02, 0.82, -1.46], [1.80, -1.48, -2.25], [2.53, -2.47, -0.92], [3.33, -0.11, -0.16], [3.69, -0.46, -1.90], [1.08, 0.60, -1.49]]}